one.
This record from OMol25 describes an isolated molecule of C2H5N3OS. The level of theory is ωB97M-V/def2-TZVPD.

```
! wB97M-V def2-TZVPD RIJCOSX def2/J DEFGRID3
* xyz 0 1
S -0.16 -1.09 -0.25
O 1.58 1.05 -0.61
N 2.20 0.14 0.26
N -0.90 1.37 0.53
N -2.82 -0.02 -0.07
C -1.52 0.23 0.05
C 1.54 -0.91 0.46
H -2.65 -1.01 -0.18
H 0.16 1.57 0.25
H 1.88 -1.72 1.19
H 2.51 1.65 -0.59
H -1.44 2.30 0.11
*
```

Summary:
HOMO-LUMO gap ... 9.55 eV

=====

two.
This record from OMol25 describes an isolated molecule of C2H5N3OS. The level of theory is ωB97M-V/def2-TZVPD.

```
! wB97M-V def2-TZVPD RIJCOSX def2/J DEFGRID3
* xyz 0 1
S 1.40 1.13 0.28
O 1.42 -1.14 1.72
N -0.35 -0.74 -0.43
N -1.68 -1.20 -0.81
N -0.98 1.44 -0.94
C 1.95 -0.09 1.48
C -0.12 0.61 -0.45
H 0.12 -1.24 0.29
H -2.33 -0.46 -0.46
H -0.56 2.37 -0.88
H 2.81 0.36 1.99
H -1.68 -1.04 -1.80
*
```

Summary:
HOMO-LUMO gap ... 9.91 eV

=====

Energy ordering: two at the bottom, the next structure 2.961 eV above.